[1]
The following is a DFT calculation (the ωB97M-V functional and the def2-TZVPD basis) of one molecule with the formula C5H10N2O.

Bonds (Å) are listed after each position.
CARTESIAN COORDINATES (ANGSTROEM)
1 C 0.89 0.03 -1.17  C4 1.443, O7 1.668, H12 1.086, H13 1.090
2 C -1.60 -0.04 -1.65  O7 1.347, H14 1.221, H15 1.094, H16 1.100
3 C 0.67 0.78 1.21  C4 1.496, N5 1.379, N8 1.274
4 C 0.61 -0.32 0.20  C1 1.443, C3 1.496, C6 1.373
5 N 0.90 0.35 2.50  C3 1.379, H9 1.007, H10 1.009
6 C -0.21 -1.40 0.42  C4 1.373, H17 1.083, H18 1.081
7 O -0.50 0.72 -1.79  C1 1.668, C2 1.347
8 N 0.38 2.00 1.00  C3 1.274, H11 1.017
9 H 1.45 -0.48 2.63  N5 1.007
10 H 1.07 1.09 3.16  N5 1.009
11 H 0.04 2.16 0.06  N8 1.017
12 H 1.61 0.83 -1.33  C1 1.086
13 H 1.03 -0.83 -1.83  C1 1.090
14 H -1.48 -0.72 -0.64  C2 1.221
15 H -2.50 0.57 -1.53  C2 1.094
16 H -1.71 -0.81 -2.43  C2 1.100
17 H -0.12 -2.28 -0.21  C6 1.083
18 H -0.54 -1.64 1.42  C6 1.081

Results
SMILES ... [H]/N=C(/N)C(=C)COC
Orbital gap ... 9.458 eV
E_LUMO ... 0.4 eV
Max |F| ... 3.0 eV/A
Molar mass ... 114.15 g mol⁻¹

---

[2]
The following is a DFT calculation (the ωB97M-V functional and the def2-TZVPD basis) of an isolated ion of composition C5H10N2O and charge +1.

Bonds (Å) are listed after each position.
CARTESIAN COORDINATES (ANGSTROEM)
1 O 1.13 -2.76 2.49  C2 1.196
2 C 1.21 -1.79 1.79  O1 1.196, C3 1.508, H9 1.106
3 C 0.45 -0.51 2.06  C2 1.508, C4 1.555, H10 1.084, H11 1.086
4 C -0.50 -0.14 0.89  C3 1.555, C5 1.542, H12 1.087, H13 1.084
5 C 0.21 0.81 -0.09  C4 1.542, N8 1.474, H14 1.092, H15 1.085
6 N -1.29 0.93 -3.46  C7 1.307, H16 1.025
7 C -1.19 0.83 -2.17  N6 1.307, N8 1.337, H17 1.093
8 N -0.06 0.53 -1.51  C5 1.474, C7 1.337, H18 1.018
9 H 1.92 -1.80 0.94  C2 1.106
10 H -0.21 -0.69 2.90  C3 1.084
11 H 1.09 0.33 2.31  C3 1.086
12 H -1.40 0.32 1.29  C4 1.087
13 H -0.85 -1.00 0.32  C4 1.084
14 H 0.06 1.88 0.09  C5 1.092
15 H 1.29 0.73 -0.04  C5 1.085
16 H -0.47 1.09 -4.06  N6 1.025
17 H -2.13 0.90 -1.61  C7 1.093
18 H 0.72 0.35 -2.14  N8 1.018

Results
2S+1 ... 2
Orbital gap (alpha / beta) ... 8.822 / 4.538 eV
Net charge ... +1
E_LUMO (alpha / beta) ... -4.4 / -8.6 eV
Max |F| ... 1.7 eV/A
Molar mass ... 114.15 g mol⁻¹
<S²> ... 0.79

---

[3]
The following is a DFT calculation (the ωB97M-V functional and the def2-TZVPD basis) of a 2-piece molecular cluster, C5H10N2O2 overall.

Bonds (Å) are listed after each position.
CARTESIAN COORDINATES (ANGSTROEM)
1 C -0.99 -0.97 0.76  C2 1.491, H7 1.088, H8 1.082, H9 1.098
2 C -1.10 0.52 0.88  C1 1.491, C3 1.478, O5 1.221
3 C -2.38 1.19 0.57  C2 1.478, C4 1.326, H6 1.083
4 C -3.58 0.63 0.52  C3 1.326, H10 1.077, H11 1.078
5 O -0.13 1.20 1.19  C2 1.221
6 H -2.27 2.26 0.42  C3 1.083
7 H -0.46 -1.37 1.62  C1 1.088
8 H -1.95 -1.46 0.64  C1 1.082
9 H -0.37 -1.17 -0.12  C1 1.098
10 H -3.74 -0.42 0.70  C4 1.077
11 H -4.46 1.21 0.31  C4 1.078
12 C 2.24 -0.46 -1.05  N13 1.353, N14 1.368, O15 1.218
13 N 2.34 0.32 0.05  C12 1.353, H17 1.004, H18 1.016
14 N 3.41 -0.65 -1.73  C12 1.368, H16 1.003, H19 1.004
15 O 1.21 -1.02 -1.39  C12 1.218
16 H 4.22 -0.09 -1.56  N14 1.003
17 H 3.17 0.86 0.23  N13 1.004
18 H 1.49 0.60 0.54  N13 1.016
19 H 3.36 -1.17 -2.59  N14 1.004

Results
SMILES ... C=CC(C)=O.NC(N)=O
Orbital gap ... 10.198 eV
E_LUMO ... 0.4 eV
Max |F| ... 0.5 eV/A
Molar mass ... 130.15 g mol⁻¹

---

[4]
The following is a DFT calculation (the ωB97M-V functional and the def2-TZVPD basis) of one molecule with the formula C5H10N2O2.

Bonds (Å) are listed after each position.
CARTESIAN COORDINATES (ANGSTROEM)
1 C -1.13 -0.74 0.58  C2 1.507, C5 1.602, H7 1.030, O18 1.391
2 C -0.91 0.73 0.81  C1 1.507, C3 1.495, H8 1.057, H9 1.092
3 C -0.13 1.45 -0.25  C2 1.495, C4 1.506, H10 1.082, H11 1.066
4 C 1.27 0.93 -0.37  C3 1.506, H12 1.094, H13 1.133, N16 1.453
5 C -0.11 -1.18 -0.57  C1 1.602, H14 1.104, H15 1.093, N16 1.422
6 H -2.17 -1.63 -0.61  O18 0.956
7 H -0.79 -1.21 1.43  C1 1.030
8 H -0.39 0.88 1.72  C2 1.057
9 H -1.87 1.22 1.01  C2 1.092
10 H -0.60 1.11 -1.16  C3 1.082
11 H -0.21 2.51 -0.20  C3 1.066
12 H 1.92 1.13 0.49  C4 1.094
13 H 1.71 1.35 -1.33  C4 1.133
14 H 0.02 -2.27 -0.46  C5 1.104
15 H -0.41 -0.99 -1.61  C5 1.093
16 N 1.12 -0.51 -0.32  C4 1.453, C5 1.422, N17 1.278
17 N 2.07 -1.23 0.15  N16 1.278, O19 1.250
18 O -2.39 -0.97 0.05  C1 1.391, H6 0.956
19 O 3.01 -0.58 0.64  N17 1.250

Results
SMILES ... O=NN1CCC[C@@H](O)C1
Orbital gap ... 9.777 eV
E_LUMO ... 0.7 eV
Max |F| ... 5.0 eV/A
Molar mass ... 130.15 g mol⁻¹

---

[5]
The following is a DFT calculation (the ωB97M-V functional and the def2-TZVPD basis) of an isolated ion of composition C5H10N2O2PS and charge +1.

Bonds (Å) are listed after each position.
CARTESIAN COORDINATES (ANGSTROEM)
1 C -0.10 0.33 -0.77  C2 1.350, N6 1.324, H12 1.054
2 C 1.22 0.63 -0.74  C1 1.350, N7 1.438, H13 1.101
3 C 1.72 0.57 1.62  N7 1.269, H14 1.028
4 C 3.44 1.25 0.04  N7 1.506, H15 1.091, H16 1.042, H17 1.057
5 C -4.19 -0.70 -1.51  O9 1.428, H18 1.010, H19 1.175, H20 1.029
6 N -0.77 -0.16 0.27  C1 1.324, P10 1.635
7 N 2.05 0.80 0.41  C2 1.438, C3 1.269, C4 1.506
8 O -2.85 -1.21 1.22  P10 1.558, H21 1.023
9 O -2.85 -0.33 -1.19  C5 1.428, P10 1.570
10 P -2.40 -0.05 0.28  N6 1.635, O8 1.558, O9 1.570, S11 1.967
11 S -3.16 1.69 0.77  P10 1.967
12 H -0.62 0.34 -1.69  C1 1.054
13 H 1.63 0.74 -1.76  C2 1.101
14 H 2.24 0.74 2.49  C3 1.028
15 H 3.46 1.45 -1.03  C4 1.091
16 H 3.70 2.08 0.62  C4 1.042
17 H 4.14 0.47 0.21  C4 1.057
18 H -4.41 -1.63 -1.21  C5 1.010
19 H -4.37 -0.74 -2.67  C5 1.175
20 H -4.88 -0.04 -1.11  C5 1.029
21 H -3.16 -1.14 2.20  O8 1.023

Results
Orbital gap (alpha / beta) ... 7.108 / 5.170 eV
Net charge ... +1
E_LUMO (alpha / beta) ... -5.6 / -6.9 eV
Max |F| ... 4.4 eV/A
Molar mass ... 193.19 g mol⁻¹

---

[6]
The following is a DFT calculation (the ωB97M-V functional and the def2-TZVPD basis) of one molecule with the formula C5H10N2O2S.

Bonds (Å) are listed after each position.
CARTESIAN COORDINATES (ANGSTROEM)
1 C -1.27 1.98 0.09  N6 1.502, S10 1.819, H11 1.060, H12 1.096
2 C -0.33 -0.35 0.93  C3 1.524, C4 1.607, S10 1.868, H13 1.182
3 C 0.44 0.31 -0.21  C2 1.524, C5 1.506, N6 1.365, N7 1.555
4 C -0.41 -1.94 0.76  C2 1.607, H14 1.058, H15 1.146, H16 1.144
5 C 0.26 -0.48 -1.48  C3 1.506, H17 1.077, H18 1.083, H19 1.170
6 N 0.17 1.64 -0.20  C1 1.502, C3 1.365, H20 1.050
7 N 1.88 0.08 0.33  C3 1.555, O8 1.232, O9 1.220
8 O 2.57 -0.91 0.09  N7 1.232
9 O 2.29 1.05 0.95  N7 1.220
10 S -2.01 0.45 0.74  C1 1.819, C2 1.868
11 H -1.21 2.71 0.86  C1 1.060
12 H -1.93 2.34 -0.70  C1 1.096
13 H -0.01 -0.05 2.03  C2 1.182
14 H -1.16 -2.17 0.05  C4 1.058
15 H -0.67 -2.48 1.74  C4 1.146
16 H 0.63 -2.35 0.51  C4 1.144
17 H 0.40 0.14 -2.35  C5 1.077
18 H -0.81 -0.64 -1.46  C5 1.083
19 H 0.87 -1.47 -1.57  C5 1.170
20 H 0.32 2.13 -1.12  N6 1.050

Results
SMILES ... C[C@@H]1SCN[C@@]1(C)[N+](=O)[O-]
Orbital gap ... 9.587 eV
E_LUMO ... 0.4 eV
Max |F| ... 4.5 eV/A
Molar mass ... 162.21 g mol⁻¹

---

[7]
The following is a DFT calculation (the ωB97M-V functional and the def2-TZVPD basis) of one molecule with the formula C5H10N2O2S.

Bonds (Å) are listed after each position.
CARTESIAN COORDINATES (ANGSTROEM)
1 C 1.80 -1.45 0.09  N6 1.257, S10 1.832
2 C -1.67 0.00 0.67  N7 1.345, H11 1.036, H12 1.082
3 C 1.00 0.83 -0.38  C4 1.537, N6 1.428, H13 1.034, H14 1.053
4 C -0.03 1.69 0.37  C3 1.537, N7 1.467, H15 1.194, H16 1.113
5 C -2.05 1.58 -1.15  N7 1.452, H17 0.997, H18 1.233, H19 1.033
6 N 1.01 -0.48 0.18  C1 1.257, C3 1.428
7 N -1.36 1.16 0.06  C2 1.345, C4 1.467, C5 1.452
8 O 2.73 -3.46 1.42  S10 1.647, H20 0.955
9 O 1.10 -3.77 -0.54  S10 1.494
10 S 1.27 -3.07 0.77  C1 1.832, O8 1.647, O9 1.494
11 H -2.05 -0.74 0.06  C2 1.036
12 H -1.27 -0.40 1.59  C2 1.082
13 H 0.81 0.72 -1.40  C3 1.034
14 H 2.00 1.13 -0.26  C3 1.053
15 H 0.29 1.53 1.51  C4 1.194
16 H -0.17 2.73 0.00  C4 1.113
17 H -1.88 2.50 -1.49  C5 0.997
18 H -1.66 0.80 -2.03  C5 1.233
19 H -3.06 1.36 -1.11  C5 1.033
20 H 3.19 -2.66 1.64  O8 0.955

Results
Orbital gap (alpha / beta) ... 5.121 / 8.404 eV
E_LUMO (alpha / beta) ... -1.3 / 0.5 eV
Max |F| ... 7.0 eV/A
Molar mass ... 162.21 g mol⁻¹

---

[8]
The following is a DFT calculation (the ωB97M-V functional and the def2-TZVPD basis) of a 2-piece molecular cluster, C5H10N2O2S overall.

Bonds (Å) are listed after each position.
CARTESIAN COORDINATES (ANGSTROEM)
1 C 0.28 -1.12 -1.08  C3 1.580, N7 1.302, H11 1.032
2 C -1.45 0.10 2.68  O8 1.140, O9 1.152
3 C -0.61 -1.27 -2.38  C1 1.580, H12 1.077, H13 1.052, H14 1.065
4 C 1.64 -0.74 1.08  N6 1.405, H15 1.132, H16 1.110, H17 1.102
5 C -0.25 2.52 -0.09  S10 1.825, H18 1.042, H19 1.061, H20 1.014
6 N 0.50 0.07 0.98  C4 1.405, N7 1.384
7 N -0.08 -0.18 -0.25  C1 1.302, N6 1.384, S10 1.760
8 O -1.85 -0.90 2.31  C2 1.140
9 O -1.28 1.13 3.16  C2 1.152
10 S -1.08 1.11 -0.90  C5 1.825, N7 1.760
11 H 0.93 -1.85 -0.73  C1 1.032
12 H -0.06 -1.06 -3.28  C3 1.077
13 H -0.73 -2.28 -2.62  C3 1.052
14 H -1.55 -0.77 -2.40  C3 1.065
15 H 2.52 -0.39 0.46  C4 1.132
16 H 1.95 -0.74 2.15  C4 1.110
17 H 1.55 -1.79 0.76  C4 1.102
18 H 0.30 3.09 -0.77  C5 1.042
19 H 0.27 1.96 0.64  C5 1.061
20 H -0.98 3.10 0.30  C5 1.014

Results
2S+1 ... 3
Orbital gap (alpha / beta) ... 6.330 / 7.627 eV
E_LUMO (alpha / beta) ... 0.7 / -1.2 eV
Max |F| ... 6.5 eV/A
Molar mass ... 162.21 g mol⁻¹
<S²> ... 2.01

---

[9]
The following is a DFT calculation (the ωB97M-V functional and the def2-TZVPD basis) of a 2-piece molecular cluster, C5H10N2O3S overall.

Bonds (Å) are listed after each position.
CARTESIAN COORDINATES (ANGSTROEM)
1 C -0.13 -0.60 -3.32  C2 1.520, H12 1.065, H13 1.052, H14 1.157
2 C -0.73 -0.91 -1.96  C1 1.520, C3 1.510, H15 1.065, H16 1.106
3 C -0.08 -0.01 -0.94  C2 1.510, C4 1.510, H17 0.991, H18 1.201
4 C -0.78 0.02 0.40  C3 1.510, C5 1.495, H19 1.124, H20 1.155
5 C -0.20 0.98 1.39  C4 1.495, N7 1.270, H21 1.123
6 N -1.85 1.85 2.84  N7 1.125
7 N -0.95 1.51 2.26  C5 1.270, N6 1.125
8 O 1.72 1.23 4.27  S11 1.398
9 O 2.82 0.09 2.47  S11 1.412
10 O 1.41 -1.24 3.96  S11 1.438
11 S 1.97 0.03 3.60  O8 1.398, O9 1.412, O10 1.438
12 H 0.43 0.30 -3.23  C1 1.065
13 H 0.53 -1.33 -3.68  C1 1.052
14 H -0.86 -0.32 -4.18  C1 1.157
15 H -0.55 -1.94 -1.78  C2 1.065
16 H -1.84 -0.87 -2.00  C2 1.106
17 H 0.89 -0.15 -1.03  C3 0.991
18 H -0.17 1.01 -1.58  C3 1.201
19 H -1.89 0.12 0.27  C4 1.124
20 H -0.62 -1.07 0.73  C4 1.155
21 H 0.88 1.29 1.49  C5 1.123

Results
Orbital gap ... 7.927 eV
E_LUMO ... -0.6 eV
Max |F| ... 6.9 eV/A
Molar mass ... 178.21 g mol⁻¹

---

[10]
The following is a DFT calculation (the ωB97M-V functional and the def2-TZVPD basis) of a 2-piece molecular cluster, C5H10N2O5 overall.

Bonds (Å) are listed after each position.
CARTESIAN COORDINATES (ANGSTROEM)
1 C 1.24 -1.08 -1.72  C4 1.533, H13 1.086, H14 1.086, H15 1.087
2 C -1.22 -0.63 -1.38  C4 1.531, H16 1.087, H17 1.088, H18 1.086
3 C -1.12 2.19 3.67  O12 1.197, H19 1.101, H20 1.100
4 C 0.14 -0.75 -0.70  C1 1.533, C2 1.531, C5 1.505, H21 1.094
5 C 0.49 0.51 0.06  C4 1.505, N6 1.307, N7 1.431
6 N 1.05 0.48 1.24  C5 1.307, O8 1.213, O10 1.388
7 N 0.17 1.78 -0.50  C5 1.431, O9 1.212, O11 1.215
8 O 1.44 1.41 1.92  N6 1.213
9 O -0.13 2.68 0.26  N7 1.212
10 O 1.30 -0.78 1.74  N6 1.388, H22 0.977
11 O 0.18 1.88 -1.71  N7 1.215
12 O -0.80 1.04 3.59  C3 1.197
13 H 0.97 -2.00 -2.25  C1 1.086
14 H 1.33 -0.28 -2.45  C1 1.086
15 H 2.19 -1.23 -1.23  C1 1.087
16 H -1.20 0.10 -2.19  C2 1.087
17 H -1.99 -0.35 -0.67  C2 1.088
18 H -1.49 -1.60 -1.81  C2 1.086
19 H -1.09 2.75 4.62  C3 1.101
20 H -1.46 2.77 2.79  C3 1.100
21 H 0.10 -1.56 0.03  C4 1.094
22 H 1.56 -0.66 2.67  O10 0.977

Results
Orbital gap ... 9.085 eV
E_LUMO ... -0.5 eV
Max |F| ... 1.3 eV/A
Molar mass ... 178.14 g mol⁻¹

---

[11]
The following is a DFT calculation (the ωB97M-V functional and the def2-TZVPD basis) of a 2-piece molecular cluster, C5H10N2O6 overall.

Bonds (Å) are listed after each position.
CARTESIAN COORDINATES (ANGSTROEM)
1 C 2.43 1.57 1.26  C2 1.524, H14 1.095, H15 1.096, H16 1.093
2 C 1.62 0.73 0.28  C1 1.524, C3 1.512, H17 1.102, H18 1.094
3 C 0.52 -0.13 0.85  C2 1.512, C4 1.782, O10 1.373, H19 1.101
4 C -0.68 -0.32 -0.45  C3 1.782, C5 1.524, O6 1.267, H20 1.125
5 C -1.54 -1.58 -0.46  C4 1.524, H21 1.092, H22 1.090, H23 1.094
6 O -1.29 0.78 -0.52  C4 1.267
7 O -2.57 -0.48 -5.20  N8 1.238
8 N -1.83 0.25 -4.53  O7 1.238, O9 1.216
9 O -0.66 0.50 -4.76  N8 1.216
10 O -0.04 0.57 1.89  C3 1.373, N11 1.560
11 N -0.83 -0.32 2.91  O10 1.560, O12 1.198, O13 1.206
12 O -1.64 0.37 3.45  N11 1.198
13 O -0.46 -1.46 3.04  N11 1.206
14 H 3.22 2.12 0.73  C1 1.095
15 H 1.78 2.31 1.74  C1 1.096
16 H 2.91 0.95 2.02  C1 1.093
17 H 1.13 1.42 -0.43  C2 1.102
18 H 2.27 0.09 -0.34  C2 1.094
19 H 0.79 -1.16 1.11  C3 1.101
20 H 0.20 -0.61 -1.09  C4 1.125
21 H -1.14 -2.42 0.11  C5 1.092
22 H -2.55 -1.32 -0.13  C5 1.090
23 H -1.63 -1.85 -1.51  C5 1.094

Results
Orbital gap (alpha / beta) ... 6.357 / 6.271 eV
E_LUMO (alpha / beta) ... -2.3 / -2.7 eV
Max |F| ... 7.5 eV/A
Molar mass ... 194.14 g mol⁻¹

---

[12]
The following is a DFT calculation (the ωB97M-V functional and the def2-TZVPD basis) of one molecule with the formula C5H10N2S.

Bonds (Å) are listed after each position.
CARTESIAN COORDINATES (ANGSTROEM)
1 C -0.48 -1.00 -0.19  C2 1.604, C5 1.528, H8 1.097, N16 1.412
2 C -1.01 0.49 -0.47  C1 1.604, H9 1.028, H10 1.069, N17 1.455
3 C 1.03 1.72 0.04  C4 1.501, H12 1.111, H13 1.057, N17 1.503
4 C 1.40 0.33 -0.40  C3 1.501, C5 1.515, H14 1.178, S18 1.874
5 C 0.83 -0.72 0.53  C1 1.528, C4 1.515, H15 1.160, S18 1.863
6 H -2.42 -1.63 0.91  N16 1.253
7 H -1.15 -2.71 0.26  N16 0.949
8 H -0.14 -1.33 -1.18  C1 1.097
9 H -0.87 0.61 -1.48  C2 1.028
10 H -2.01 0.22 -0.24  C2 1.069
11 H -0.52 1.46 1.35  N17 0.955
12 H 1.61 1.92 0.97  C3 1.111
13 H 1.09 2.51 -0.65  C3 1.057
14 H 1.10 0.31 -1.54  C4 1.178
15 H 0.92 -0.71 1.69  C5 1.160
16 N -1.56 -1.89 0.04  C1 1.412, H6 1.253, H7 0.949
17 N -0.41 1.49 0.40  C2 1.455, C3 1.503, H11 0.955
18 S 2.57 -1.08 -0.02  C4 1.874, C5 1.863

Results
SMILES ... N[C@H]1CNC[C@H]2S[C@H]12
Orbital gap ... 9.194 eV
E_LUMO ... 0.8 eV
Max |F| ... 6.4 eV/A
Molar mass ... 130.22 g mol⁻¹

---

[13]
The following is a DFT calculation (the ωB97M-V functional and the def2-TZVPD basis) of one molecule with the formula C5H10N2S.

Bonds (Å) are listed after each position.
CARTESIAN COORDINATES (ANGSTROEM)
1 C -0.28 1.79 -0.21  H6 1.087, H7 1.115, H8 1.089, N16 1.463
2 C -2.07 0.14 0.08  H9 1.110, N16 1.380, N17 1.267
3 C 0.26 -0.58 0.10  C4 1.351, C5 1.497, N16 1.397
4 C 0.18 -1.69 -0.67  C3 1.351, H11 1.081, H12 1.123
5 C 1.51 -0.43 0.92  C3 1.497, H13 1.111, H14 1.121, S18 1.796
6 H 0.63 2.11 0.29  C1 1.087
7 H -0.05 1.85 -1.30  C1 1.115
8 H -1.05 2.54 -0.04  C1 1.089
9 H -2.62 1.09 -0.08  C2 1.110
10 H -2.03 -1.70 0.41  N17 1.012
11 H -0.68 -1.90 -1.29  C4 1.081
12 H 1.11 -2.31 -0.74  C4 1.123
13 H 1.70 -1.41 1.39  C5 1.111
14 H 1.43 0.36 1.71  C5 1.121
15 H 2.39 0.77 -0.88  S18 1.329
16 N -0.72 0.42 0.07  C1 1.463, C2 1.380, C3 1.397
17 N -2.69 -0.94 0.29  C2 1.267, H10 1.012
18 S 2.97 -0.10 -0.06  C5 1.796, H15 1.329

Results
SMILES ... [H]/N=C\N(C)C(=C)CS
Orbital gap ... 9.198 eV
E_LUMO ... 0.7 eV
Max |F| ... 2.2 eV/A
Molar mass ... 130.22 g mol⁻¹

---

In the order shown, the computed ΔE to the lowest compared entry with this formula, charge and spin values come out to 66.3; 51.1; 16.4; 98.9; 126.6; 67.6; 131.4; 0.0; 128.9; 146.9; 196.4; 113.0; 40.8 kcal per mole.